The following is a quantum chemistry calculation of a structure of composition C41H39AsCl5N3OPt, from OMol25.

Properties
- E_LUMO (spin up / spin down): -8.32 / -8.32 eV
- Frontier orbital gap (spin up / spin down): 4.88 / 4.88 eV
- Net charge: +2
- Spin multiplicity: 1
- ΔE to the lowest compared entry with this formula, charge and spin: 55.5 kJ/mol
- E_HOMO (spin up / spin down): -13.198 / -13.199 eV
- Strongest force on any atom: 0.006 Eh/bohr

Atoms and positions in Å:
Pt 0.56394 -0.09931 -0.08591
Cl 0.44087 -3.06871 -1.12114
C 1.86081 -2.20455 -1.56132
C 2.06845 -0.90956 -1.07803
C 3.30006 -0.29136 -1.28573
Cl 3.62000 1.24419 -0.57824
C 4.27925 -0.90925 -2.05598
Cl 5.77721 -0.13491 -2.33272
C 4.02781 -2.16986 -2.61353
Cl 5.20406 -2.91181 -3.59590
C 2.82640 -2.83052 -2.34452
Cl 2.54577 -4.39750 -2.96992
C 2.50353 0.07857 5.74243
N 1.45454 0.22344 4.73723
N 1.41993 -0.53165 3.59530
C 0.42790 -0.06172 2.81446
O 0.10719 -0.69306 1.71055
C -0.15149 1.03813 3.44238
C 0.52371 1.18477 4.64610
C 0.34958 2.19564 5.72212
C 2.19158 -1.72237 3.38303
C 1.92029 -2.85553 4.13346
C 2.65667 -4.00483 3.89070
C 3.63201 -4.01061 2.90171
C 3.88470 -2.86834 2.15375
C 3.16585 -1.70752 2.39689
H 3.24899 -0.61794 5.37220
H 2.08364 -0.30502 6.67012
H 2.97070 1.04511 5.91582
H -0.99205 1.60778 3.08249
H -0.52431 2.80797 5.51633
H 1.22034 2.85108 5.78578
H 0.21820 1.71765 6.69326
H 1.14084 -2.84069 4.88537
H 2.46253 -4.89873 4.46766
H 4.20098 -4.91149 2.71552
H 4.65149 -2.87714 1.39051
H 3.35850 -0.79901 1.83709
C -4.68057 1.96993 2.93844
C -3.93784 1.73243 1.65442
C -3.72625 2.75478 0.73989
C -3.05942 2.54495 -0.46157
C -2.90732 3.73227 -1.38343
C -2.58333 1.25076 -0.76218
As -1.53057 1.20112 -2.43652
N 0.12443 1.20417 -1.31295
C 0.59235 2.50863 -1.17165
C 0.94651 3.01756 0.09347
C 1.36475 4.32204 0.20918
C 1.49549 5.12198 -0.92807
C 1.16700 4.61923 -2.18056
C 0.68239 3.33171 -2.30852
C -1.46173 -0.55087 -3.22217
C -2.60905 -1.34420 -3.33192
C -3.97907 -0.83812 -2.95258
C -2.48115 -2.60435 -3.90231
C -1.27118 -3.06522 -4.40838
C -1.14389 -4.44040 -4.99549
C -0.19005 -2.18700 -4.42977
C -0.27064 -0.91941 -3.87523
C 0.87445 0.04315 -4.09408
C -2.79250 0.19368 0.14681
C -2.39944 -1.24760 -0.05969
C -3.46014 0.46826 1.33563
H -4.88172 3.02803 3.09536
H -4.11793 1.59071 3.79356
H -5.63720 1.44512 2.92784
H -4.10181 3.74763 0.95849
H -3.41699 4.59551 -0.96030
H -3.34314 3.54087 -2.36538
H -1.86433 4.00983 -1.53851
H 0.84760 2.39742 0.97511
H 1.59912 4.72585 1.18492
H 1.85065 6.13945 -0.83312
H 1.27797 5.23591 -3.06179
H 0.42695 2.94521 -3.28344
H -4.09283 0.22758 -3.16474
H -4.22355 -0.98894 -1.90213
H -4.73362 -1.35739 -3.54107
H -3.36177 -3.23191 -3.98570
H -2.07244 -5.00104 -4.90777
H -0.35546 -5.00038 -4.48882
H -0.87612 -4.38664 -6.05183
H 0.72601 -2.48664 -4.92921
H 1.47002 -0.28629 -4.94437
H 1.54645 0.13776 -3.23965
H 0.50556 1.04177 -4.34264
H -1.70056 -1.39820 -0.87394
H -3.28095 -1.85106 -0.28354
H -1.96510 -1.65076 0.85365
H -3.62852 -0.35030 2.02894

Cartesian forces, eV/Å:
Pt 0.035 0.205 -0.136
Cl -0.038 -0.010 -0.010
C 0.032 0.021 0.040
C 0.006 -0.129 0.096
C -0.013 -0.036 -0.025
Cl 0.006 0.055 0.008
C 0.013 -0.023 -0.013
Cl 0.012 0.011 0.004
C -0.024 0.011 0.027
Cl 0.015 -0.013 -0.008
C 0.036 0.018 -0.012
Cl 0.002 0.004 0.006
C -0.063 -0.034 0.004
N 0.106 0.081 -0.103
N -0.027 -0.010 0.135
C 0.168 -0.157 -0.143
O -0.239 -0.036 0.209
C -0.045 -0.055 0.012
C 0.022 -0.010 0.031
C -0.005 0.008 0.003
C 0.031 0.040 -0.027
C -0.005 -0.010 -0.014
C -0.011 -0.014 0.004
C -0.001 -0.009 0.004
C -0.001 0.021 -0.013
C 0.019 0.007 0.013
H 0.008 -0.002 -0.008
H 0.003 -0.002 0.004
H -0.002 0.003 0.003
H 0.012 0.016 0.007
H 0.004 -0.002 0.004
H -0.004 -0.008 -0.001
H -0.004 0.003 -0.008
H 0.010 0.001 -0.005
H 0.003 0.010 -0.004
H -0.003 0.002 0.001
H 0.004 0.002 -0.001
H 0.003 -0.005 0.016
C 0.014 -0.004 -0.007
C 0.006 0.003 0.021
C -0.015 0.004 -0.022
C 0.005 0.029 -0.013
C -0.018 -0.025 0.002
C 0.045 0.031 -0.014
As -0.073 -0.064 0.047
N -0.103 0.212 0.007
C -0.078 -0.212 0.023
C 0.128 0.067 -0.007
C 0.015 0.006 0.005
C -0.013 -0.054 -0.030
C 0.002 0.043 -0.003
C -0.011 0.152 0.000
C 0.088 -0.020 0.036
C -0.030 -0.018 0.003
C -0.013 -0.018 0.005
C -0.023 -0.029 0.000
C -0.002 0.008 -0.006
C 0.006 -0.002 -0.004
C -0.040 0.022 -0.020
C 0.031 -0.001 0.007
C -0.026 0.014 -0.022
C 0.039 -0.015 0.001
C -0.055 -0.006 -0.030
C -0.017 0.006 0.013
H 0.012 -0.007 0.001
H -0.013 0.005 -0.009
H 0.004 0.001 -0.009
H 0.003 -0.009 0.003
H -0.006 -0.013 -0.011
H 0.011 -0.007 -0.010
H 0.029 0.009 0.003
H -0.024 -0.027 -0.019
H -0.005 0.009 -0.014
H -0.003 -0.004 0.005
H 0.003 0.006 0.010
H 0.037 -0.021 0.020
H 0.004 -0.001 -0.009
H 0.018 -0.002 -0.017
H -0.011 0.002 0.009
H 0.010 0.006 0.002
H 0.005 0.007 -0.001
H -0.011 0.007 -0.002
H 0.001 0.000 0.007
H -0.007 0.000 0.004
H 0.027 -0.021 0.027
H -0.029 0.010 0.000
H 0.004 -0.042 -0.024
H 0.022 -0.003 -0.058
H -0.021 0.015 0.027
H 0.012 -0.004 -0.012
H 0.000 0.003 -0.016

---

The following is a quantum chemistry calculation of an isolated molecule of C4H6ClF in a non-equilibrium geometry, from OMol25.

Properties
- E_LUMO: 0.87 eV
- Frontier orbital gap: 9.69 eV
- Net charge: 0
- Structure (SMILES): CC(C)=C(F)Cl
- Spin multiplicity: 1
- ΔE to the lowest compared entry with this formula, charge and spin: 52.9 kJ/mol
- E_HOMO: -8.818 eV
- Strongest force on any atom: 0.060 Eh/bohr

Atoms and positions in Å:
C 0.00398 1.36994 -0.03104
C -0.06132 -0.11213 -0.06146
C 1.18882 -0.91891 0.09131
C -1.31534 -0.62417 -0.18453
H -1.00564 1.77909 -0.29499
H 0.72761 1.79164 -0.77718
H 0.25010 1.68788 1.02445
H 1.56414 -1.00185 -0.96664
H 0.99571 -1.86617 0.63062
H 1.96997 -0.27594 0.55388
F -1.51505 -1.93641 -0.03416
Cl -2.80298 0.10702 0.04973

Cartesian forces, eV/Å:
C -0.214 1.246 -0.013
C -2.470 0.020 -0.158
C 0.257 0.627 -1.111
C 2.732 -0.459 1.397
H 1.092 -0.107 0.336
H -0.373 -0.329 0.848
H -0.016 -0.023 -1.153
H -0.089 -0.792 0.980
H 0.488 0.458 -0.596
H -0.613 -0.614 0.185
F 0.351 -1.132 -0.416
Cl -1.146 1.106 -0.299

---

The following is a quantum chemistry calculation of a structure of composition C20H54InN4Na4O14PS in a non-equilibrium geometry, from OMol25.

Properties
- E_LUMO: -3.29 eV
- Frontier orbital gap: 4.66 eV
- Net charge: 0
- Spin multiplicity: 1
- E_HOMO: -7.953 eV
- Strongest force on any atom: 0.093 Eh/bohr

Atoms and positions in Å:
In 13.68114 20.98721 4.76292
Na 15.19085 24.37357 2.58216
Na 16.87587 21.36408 7.66922
Na 17.95480 21.81582 4.20412
Na 13.47729 24.39290 7.26117
C 15.37482 21.78838 0.08114
C 13.91234 22.00826 0.56376
O 13.85720 22.37031 1.93881
H 15.84033 22.77146 0.01066
H 15.37318 21.44023 -0.95177
H 16.01080 21.04773 0.56597
H 13.20313 21.18678 0.46229
H 13.61790 22.73501 -0.19335
C 9.48285 24.11615 5.46349
C 11.00200 24.26223 5.36890
O 11.72267 23.19416 5.94814
H 8.97282 24.71807 4.71137
H 9.38613 24.47845 6.48694
H 9.07616 23.10489 5.45628
H 11.48684 25.14668 5.78215
H 11.25891 24.30382 4.31042
P 15.86025 23.50518 5.91153
O 15.46654 24.97090 6.31489
O 14.97109 22.55629 6.88101
O 17.37271 23.08824 6.16456
O 15.43350 23.09186 4.45395
S 16.78374 19.15105 5.36190
O 15.52366 19.19782 6.06317
O 17.12505 17.81027 5.10707
O 16.41588 19.83451 4.09071
O 17.79191 19.91066 6.05896
C 10.69858 16.76520 5.67418
C 11.38117 18.18143 5.83192
C 12.09776 18.35120 7.20326
O 12.72502 19.62221 7.25691
C 13.50458 19.77258 8.43096
N 12.19027 18.47274 4.67889
H 11.48487 16.06124 5.40160
H 10.03391 16.62800 4.82126
H 10.21866 16.40939 6.58588
H 10.61417 18.93121 6.02592
H 12.81648 17.53972 7.31739
H 11.37858 18.18261 8.00479
H 14.37547 19.12580 8.53734
H 12.86628 19.41295 9.23800
H 13.67357 20.77851 8.81521
H 12.82863 17.69735 4.57238
H 11.45962 18.36088 3.99059
C 13.49494 14.51071 3.81228
C 14.22083 15.33916 4.96766
C 15.26586 14.61808 5.78418
O 14.57416 13.82809 6.73059
C 15.43946 13.12716 7.65279
N 14.80596 16.43879 4.31124
H 13.40221 13.49135 4.18699
H 14.08063 14.44524 2.89535
H 12.53593 14.93594 3.51637
H 13.46702 15.80246 5.60425
H 15.89168 15.36166 6.27769
H 15.91086 14.01493 5.14522
H 16.21967 12.46331 7.28037
H 14.80537 12.57846 8.34918
H 15.90907 13.79722 8.37291
H 15.40413 16.07660 3.58247
H 15.44877 17.00422 4.84712
C 10.14736 22.03665 2.07830
C 9.94714 20.78062 2.96340
C 10.17417 19.51216 2.08653
O 9.77468 18.42969 2.87780
C 9.44753 17.23766 2.12399
N 10.61448 20.73711 4.20956
H 9.54667 21.86004 1.18608
H 11.14316 22.27084 1.70195
H 9.97314 23.01895 2.51741
H 8.86373 20.82540 3.07445
H 11.19440 19.23126 1.82515
H 9.67539 19.52613 1.11745
H 8.68303 16.62896 2.60683
H 10.33806 16.63466 1.94661
H 9.00244 17.38075 1.13935
H 10.51608 21.60875 4.71022
H 10.20358 20.02528 4.79656
C 15.93130 17.26772 0.44916
C 14.59654 17.87294 0.90208
C 13.34347 16.90853 0.73337
O 13.19269 16.27082 -0.48926
C 13.15282 17.04728 -1.64509
N 14.56514 18.53304 2.22865
H 16.80045 17.87912 0.69178
H 15.97291 16.96288 -0.59652
H 15.95697 16.38230 1.08436
H 14.55529 18.79413 0.32085
H 12.48553 17.57932 0.68763
H 13.26471 16.18500 1.54478
H 12.11571 17.38219 -1.62691
H 13.41669 16.39215 -2.47532
H 13.82320 17.90659 -1.66148
H 15.36439 19.10427 2.46312
H 14.67679 17.77159 2.88272

Cartesian forces, eV/Å:
In 0.965 0.667 0.381
Na -0.567 -1.064 0.525
Na -0.152 0.058 -0.811
Na -0.857 -0.338 0.906
Na 0.181 -0.629 -0.524
C -0.652 -0.661 -0.634
C 1.132 -0.753 1.784
O 0.225 0.989 -0.520
H 0.339 0.052 0.373
H -0.219 0.010 -0.364
H -0.183 0.232 0.691
H 0.350 -0.646 -0.542
H -0.860 0.887 0.374
C 0.744 0.844 1.305
C 1.564 -2.301 -1.307
O 0.201 -0.431 0.114
H -0.112 0.186 0.300
H -1.299 0.165 0.006
H 0.496 -0.130 -0.239
H -0.933 0.931 0.149
H 0.185 0.152 -0.554
P 0.380 0.011 2.262
O 0.468 -1.782 -1.089
O -0.122 -0.334 -1.021
O -1.824 0.601 -0.881
O -0.156 -0.205 -0.362
S -1.388 1.554 -2.022
O -3.794 0.557 2.841
O 1.749 -3.297 -0.373
O 0.665 1.641 -1.802
O 1.834 1.288 1.075
C 1.054 0.318 0.142
C -1.012 -0.524 2.450
C 0.669 -1.065 -1.205
O 0.310 0.426 -0.391
C -1.105 -0.825 1.850
N 0.285 0.551 0.658
H 0.238 -0.161 0.452
H -0.361 0.801 0.149
H -0.052 0.102 -0.010
H -0.331 0.065 -0.888
H 0.587 0.011 0.043
H -0.253 0.457 0.157
H 0.322 0.202 -0.876
H -0.292 -0.315 0.388
H 0.268 0.355 -1.300
H 0.759 -0.154 -0.365
H 0.419 0.483 -1.320
C 0.761 -0.208 1.655
C -0.977 -0.317 -1.351
C -0.734 -0.332 0.397
O 1.147 -1.300 0.818
C -0.977 0.670 0.901
N 0.628 1.129 -1.575
H -0.516 -0.097 -0.151
H 0.405 0.188 0.138
H -0.088 -0.030 0.320
H -0.133 -0.699 0.572
H 0.100 0.146 0.138
H 0.134 -0.222 -0.186
H -0.224 0.066 -0.737
H -0.320 -0.426 -0.514
H 0.406 0.663 -0.383
H 0.227 -0.011 -0.347
H 0.066 0.130 0.608
C 1.109 0.087 -0.269
C -0.609 0.584 -2.966
C 0.976 0.188 0.427
O -1.904 -1.953 -0.156
C 0.195 -0.029 0.110
N 0.930 0.555 0.605
H -0.287 0.420 0.095
H 0.604 -0.936 0.077
H -0.990 -0.263 0.494
H -0.418 -0.442 0.417
H 0.746 1.075 -0.010
H -0.646 0.361 0.155
H 0.269 0.195 0.692
H 0.174 -0.064 0.175
H 0.125 0.889 -0.145
H 0.178 0.395 0.215
H 0.078 -0.045 -0.093
C -0.563 -1.022 1.353
C 0.269 1.967 -0.835
C 0.269 2.649 -0.452
O 2.026 -2.396 0.056
C -0.561 0.167 0.437
N -0.430 -1.732 0.171
H -0.197 0.188 0.009
H -0.226 0.046 0.024
H 0.826 -0.546 -0.216
H -1.027 -0.243 -1.039
H -0.360 0.471 1.277
H 0.114 0.013 -0.131
H -0.169 0.532 -1.089
H -0.383 0.124 -0.077
H 0.121 0.039 0.207
H 0.398 0.348 -0.532
H -0.406 0.042 0.736